{"formula": "C17H25FeN9SbSe5", "method": "the ωB97M-V functional and the def2-TZVPD basis", "homo_ev": [-5.734, -7.310], "largest_force_ha_per_bohr": 0.13779, "relative_energy_kcal_mol": 73.8, "homo_lumo_gap_ev": [4.131, 5.414], "multiplicity": 6, "e_lumo_ev": [-1.603, -1.896], "s2": 8.98, "elements": ["C", "C", "H", "C", "H", "H", "H", "H", "C", "H", "C", "H", "C", "Se", "H", "N", "C", "H", "N", "N", "H", "H", "Se", "H", "Se", "H", "C", "H", "C", "Fe", "H", "H", "H", "N", "H", "H", "Se", "C", "C", "C", "C", "H", "N", "Se", "C", "H", "H", "C", "H", "N", "N", "Sb", "C", "N", "N", "C", "H", "H"], "xyz": [[-1.02, 2.43, 1.66], [2.63, -1.72, 1.86], [-3.57, -1.89, 1.58], [-0.96, 2.29, -2.23], [0.03, 2.72, 1.66], [-4.51, -0.09, -1.50], [-2.81, 0.30, -1.89], [-4.94, -1.49, 0.51], [-3.32, 0.62, 0.75], [-3.01, 1.47, 0.14], [0.83, 1.20, -2.70], [3.01, 0.44, -4.39], [3.76, 0.79, 1.73], [0.83, -5.86, -0.69], [-0.84, 1.18, 4.00], [-1.13, 0.99, 1.89], [3.89, -1.50, 2.39], [5.44, -0.05, 2.77], [2.88, 0.01, -3.49], [1.79, 1.44, 0.60], [-3.02, 1.32, 2.77], [4.49, -1.39, -3.49], [2.83, 2.92, 0.67], [-1.83, 2.58, -1.67], [-0.45, -1.93, -1.36], [-1.44, 2.69, 0.69], [4.47, -0.24, 2.35], [0.64, 0.92, 3.04], [1.90, 0.27, -2.59], [0.03, -0.18, 0.01], [-1.55, 3.00, 2.44], [-0.48, -0.42, 3.33], [2.16, -2.69, 1.90], [-3.08, -0.60, -0.01], [3.41, -2.04, -1.04], [-3.67, -2.61, -0.04], [-0.52, -2.07, 0.83], [-0.51, 2.78, -3.42], [-3.47, -0.43, -1.41], [3.65, -0.99, -2.97], [-2.54, 0.62, 2.06], [-2.58, -0.38, 2.50], [2.03, -0.51, -1.53], [-3.21, -5.07, -1.18], [-0.42, 0.65, 3.13], [4.41, -2.34, 2.83], [1.20, 2.24, -4.53], [3.11, -1.30, -1.76], [-3.37, -1.38, -1.93], [0.63, 2.09, -3.71], [1.91, -0.74, 1.30], [-1.07, -4.44, -0.26], [2.47, 0.46, 1.21], [-0.13, 1.30, -1.80], [4.13, 2.05, 1.54], [-3.86, -1.71, 0.54], [-4.40, 0.74, 0.96], [-0.89, 3.55, -4.06]]}


{"formula": "C5H12NO2", "method": "the ωB97M-V functional and the def2-TZVPD basis", "homo_ev": -3.331, "largest_force_ha_per_bohr": 0.11847, "relative_energy_kcal_mol": 99.1, "homo_lumo_gap_ev": 7.108, "charge": -1, "e_lumo_ev": 3.777, "elements": ["H", "C", "H", "H", "C", "N", "H", "H", "C", "H", "H", "H", "C", "H", "H", "C", "H", "O", "O", "H"], "xyz": [[1.47, 0.67, -1.05], [0.54, 1.35, 2.07], [1.32, 1.41, 2.83], [-0.81, 1.13, -0.51], [0.12, -0.53, 0.29], [0.36, -0.04, 1.67], [-0.47, 1.94, 2.27], [-2.32, -1.44, -1.23], [1.44, -0.22, -0.58], [-0.10, -1.58, 0.31], [2.36, -0.21, -0.05], [1.21, -0.56, 1.96], [-1.71, -0.61, -1.57], [1.08, 1.91, 1.25], [0.41, -1.29, -1.84], [-1.15, 0.08, -0.29], [-1.96, 0.18, 0.41], [1.40, -1.28, -1.34], [-0.84, -1.06, -2.48], [-2.33, 0.16, -2.12]]}


{"formula": "CH3BrO", "method": "the ωB97M-V functional and the def2-TZVPD basis", "homo_ev": [-6.560, -11.058], "largest_force_ha_per_bohr": 0.16044, "relative_energy_kcal_mol": 12.3, "homo_lumo_gap_ev": [7.007, 8.628], "multiplicity": 3, "e_lumo_ev": [0.447, -2.430], "s2": 2.01, "elements": ["O", "H", "H", "C", "Br", "H"], "xyz": [[0.75, 0.58, -0.91], [1.85, 1.03, 0.72], [-1.36, -1.79, -1.16], [0.85, 0.78, 0.26], [-2.08, -1.22, 0.06], [-0.01, 0.62, 1.03]]}


{"formula": "C39H35BiN5O4P", "method": "the ωB97M-V functional and the def2-TZVPD basis", "homo_ev": -7.698, "largest_force_ha_per_bohr": 0.00878, "relative_energy_kcal_mol": 7.0, "homo_lumo_gap_ev": 7.594, "e_lumo_ev": -0.104, "elements": ["H", "H", "C", "H", "H", "H", "C", "H", "Bi", "C", "C", "H", "C", "C", "C", "C", "O", "N", "H", "C", "H", "C", "C", "H", "C", "H", "O", "C", "C", "H", "C", "H", "H", "C", "C", "H", "H", "C", "C", "N", "C", "H", "H", "H", "N", "C", "O", "C", "H", "H", "O", "H", "N", "H", "H", "H", "H", "C", "C", "C", "C", "C", "C", "C", "H", "H", "C", "H", "C", "C", "H", "C", "C", "C", "H", "C", "C", "N", "H", "C", "P", "H", "C", "H", "H"], "xyz": [[-0.17, -4.39, 4.08], [1.38, -1.82, 4.84], [-3.76, 1.05, 0.65], [-3.14, -1.08, -1.61], [-0.29, 5.34, 5.23], [1.87, -5.18, -0.70], [1.13, -1.14, -3.34], [-0.06, 5.11, -3.70], [1.13, 1.03, 0.32], [2.46, 3.48, 4.71], [0.56, -0.69, 1.56], [-0.02, -0.77, 5.05], [3.28, -0.68, -4.35], [0.93, -4.64, -0.78], [2.41, -0.56, -3.28], [-1.36, 0.47, -4.02], [0.22, 2.27, 2.06], [0.22, 2.49, -1.99], [-1.07, 4.04, 3.28], [0.94, -3.34, -1.26], [-3.71, 3.40, -1.58], [-0.26, -5.24, -0.40], [2.82, 0.25, -2.06], [-2.19, -2.86, 4.40], [-1.03, 2.99, -1.77], [4.95, 2.34, 3.75], [3.27, 1.38, -2.20], [0.18, -3.74, 3.28], [-0.25, -2.61, -1.38], [-0.20, -2.34, -4.52], [2.92, -1.44, -5.46], [-0.22, -4.11, 2.33], [1.75, 3.30, -3.23], [-3.35, 2.63, -0.91], [-3.71, 0.93, -4.25], [-2.24, -2.63, 2.65], [-4.53, 1.43, -4.76], [-2.41, 0.73, 0.70], [-1.43, -3.22, -0.95], [-1.53, 1.37, -0.06], [-0.29, -2.30, 3.53], [-4.96, 0.00, -2.78], [-4.47, 0.53, 1.28], [-2.02, -0.04, 1.35], [-0.15, 4.30, -3.10], [-0.07, 3.90, 3.70], [2.87, 1.21, 1.91], [-1.82, -2.25, 3.58], [-2.19, 1.73, -5.54], [-2.37, -2.70, -0.99], [2.55, -0.34, -0.95], [-0.26, -6.26, -0.02], [-1.30, 4.10, -2.42], [4.09, 1.19, 4.78], [-0.06, -2.42, 5.69], [-2.37, -4.98, -0.17], [1.39, -2.63, -6.38], [-3.95, 0.13, -3.15], [0.18, -1.42, 2.45], [0.36, 4.61, 4.78], [4.29, 1.47, 3.74], [-2.90, -0.50, -2.49], [-1.58, -0.36, -2.92], [1.65, 4.41, 5.30], [3.45, 3.33, 5.10], [1.27, -3.79, 3.23], [0.29, -1.79, 4.86], [-0.34, 0.63, -4.38], [2.05, 2.73, 3.57], [0.74, 2.92, 3.05], [4.78, 0.66, 3.22], [-1.99, 2.32, -0.87], [1.67, -2.04, -5.51], [0.78, -1.89, -4.46], [4.24, -0.20, -4.30], [-1.44, -4.52, -0.48], [0.75, 3.35, -2.83], [-4.23, 2.01, -0.14], [1.88, -2.88, -1.55], [3.01, 1.79, 3.00], [-0.08, -0.88, -1.97], [2.00, 4.97, 6.16], [-2.40, 1.10, -4.68], [-2.16, -1.22, 3.73], [3.62, -1.55, -6.28]]}


{"formula": "C5H9NO", "method": "the ωB97M-V functional and the def2-TZVPD basis", "homo_ev": -9.790, "largest_force_ha_per_bohr": 0.05334, "relative_energy_kcal_mol": 72.9, "homo_lumo_gap_ev": 10.499, "e_lumo_ev": 0.709, "elements": ["H", "H", "C", "H", "C", "H", "N", "O", "C", "H", "H", "H", "H", "C", "H", "C"], "xyz": [[1.98, -1.04, 3.64], [-1.70, 0.97, 0.87], [-1.29, 0.92, -1.05], [2.27, -1.92, -0.04], [1.69, -0.69, 1.59], [-1.37, 0.37, -3.11], [-1.68, 2.08, -1.34], [-1.36, 0.35, 0.21], [2.03, -0.36, 2.80], [2.64, 0.50, 3.01], [0.65, -1.09, -0.13], [-0.25, -0.58, -2.14], [-1.98, -0.87, -2.02], [-1.23, -0.10, -2.14], [-1.98, 2.67, -0.56], [1.58, -1.22, 0.41]]}


{"formula": "C3H6N2O", "method": "the ωB97M-V functional and the def2-TZVPD basis", "homo_ev": [0.706, -5.390], "largest_force_ha_per_bohr": 0.04243, "relative_energy_kcal_mol": 3.9, "homo_lumo_gap_ev": [3.289, 9.249], "multiplicity": 2, "charge": -1, "e_lumo_ev": [3.996, 3.859], "s2": 0.75, "elements": ["H", "N", "N", "H", "H", "H", "O", "H", "C", "C", "C", "H"], "xyz": [[-0.58, 1.66, -2.75], [0.22, 0.19, -0.11], [-0.72, -0.57, 1.72], [0.70, 0.83, -0.75], [-0.92, 1.48, 1.16], [1.25, -1.59, -0.69], [0.37, 1.71, -2.45], [-0.15, -2.62, 1.38], [0.56, -1.11, -0.03], [-0.50, 0.51, 0.99], [-0.06, -1.58, 1.13], [0.65, 2.56, -2.85]]}


{"formula": "C6H12ClF6N3O8PPdS2", "method": "the ωB97M-V functional and the def2-TZVPD basis", "homo_ev": [-19.779, -19.554], "largest_force_ha_per_bohr": 0.04100, "relative_energy_kcal_mol": 6.4, "homo_lumo_gap_ev": [11.265, 4.607], "multiplicity": 5, "charge": 3, "e_lumo_ev": [-8.514, -14.947], "s2": 6.02, "elements": ["F", "F", "O", "O", "C", "N", "N", "H", "O", "H", "H", "O", "C", "N", "H", "O", "C", "F", "O", "Pd", "H", "S", "H", "F", "H", "S", "H", "Cl", "H", "C", "O", "F", "C", "C", "P", "O", "H", "H", "F", "H"], "xyz": [[-3.29, 2.75, 2.32], [-5.04, 1.57, 1.85], [1.61, -0.36, 0.01], [-2.06, 0.15, 2.10], [0.86, 0.01, 3.20], [-3.52, -0.49, 0.17], [0.28, -0.14, -3.26], [3.68, 1.95, -1.82], [-1.72, -1.05, -1.51], [5.06, -0.19, -0.32], [4.61, -0.44, -1.90], [0.62, 1.00, 2.50], [-3.69, -3.02, -1.13], [4.84, 0.30, -1.20], [1.86, -0.67, 5.00], [0.74, -1.16, 2.85], [1.40, 0.26, 4.67], [-4.83, -2.52, -1.49], [2.65, -1.08, -2.22], [-0.31, -0.47, 0.83], [1.24, 1.71, -2.94], [-2.57, -1.59, -0.46], [0.03, 1.29, -1.70], [-3.82, -3.90, -0.18], [5.68, 0.81, -1.50], [-2.73, 0.65, 0.91], [1.04, -0.85, -3.39], [0.05, 0.67, 5.69], [0.00, 0.22, -4.18], [-3.92, 2.06, 1.40], [-1.68, -2.12, 0.57], [-4.12, 2.80, 0.33], [0.81, 0.90, -2.36], [3.64, 1.16, -1.07], [2.16, 0.03, -1.38], [-1.68, 1.17, 0.03], [-0.54, -0.61, -2.82], [3.59, 1.62, -0.08], [-3.04, -3.51, -2.16], [2.10, 1.10, 4.62]]}


{"formula": "C3H10NOS", "method": "the ωB97M-V functional and the def2-TZVPD basis", "homo_ev": -2.753, "largest_force_ha_per_bohr": 0.03923, "relative_energy_kcal_mol": 44.8, "homo_lumo_gap_ev": 5.914, "charge": -1, "e_lumo_ev": 3.162, "elements": ["O", "H", "H", "H", "H", "H", "C", "H", "S", "H", "H", "C", "H", "C", "N", "H"], "xyz": [[1.13, 0.54, -1.65], [1.02, 2.57, -0.09], [-0.85, -0.23, -1.31], [0.29, -0.60, 0.67], [1.69, 2.39, -2.31], [-1.29, 1.27, -0.35], [-1.36, 0.18, -0.41], [2.12, 1.59, 0.48], [-1.41, -2.12, 1.49], [3.03, 1.40, -1.74], [-0.97, 0.16, 1.74], [-0.78, -0.45, 0.85], [-2.43, -0.12, -0.45], [1.95, 1.59, -1.57], [2.00, 2.32, -0.22], [-1.90, -2.54, 0.27]]}